(1)
C31H66ClN3O10 | ωB97M-V/def2-TZVPD

**Gap between HOMO and LUMO**: 9.598 eV
**Highest occupied orbital energy**: -9.27 eV
**LUMO**: 0.3 eV

```
111
Properties=species:S:1:pos:R:3:forces:R:3
Cl -4.660 0.416 -1.510 0.249 -0.374 -0.029
O 2.913 -3.348 -4.615 0.090 0.034 0.014
O -1.216 -0.027 2.466 0.936 0.412 0.281
O 6.597 2.711 -0.579 0.107 -0.009 -0.039
O -0.345 -3.040 -4.078 -0.302 0.277 -0.444
O -4.052 -3.102 5.421 -0.095 0.106 -0.162
O 0.628 1.478 -0.124 -0.471 -0.340 0.417
O 2.733 -3.572 0.552 -0.162 0.224 0.083
O -3.911 2.794 -1.049 -1.733 3.230 0.027
O -8.617 1.037 -1.129 -0.136 0.072 0.033
O 0.987 0.391 2.693 2.435 0.093 2.023
N 0.677 4.905 -0.556 -0.840 -0.076 0.471
N -0.706 6.015 1.209 0.592 -0.660 -0.796
N 1.496 6.639 0.744 0.687 0.220 0.245
C -0.107 0.403 0.483 2.052 0.491 -0.624
C -3.500 1.721 -1.116 1.967 -1.644 0.280
C -3.439 -1.985 6.064 0.096 -0.364 0.241
C 7.674 3.630 1.387 -0.010 -0.032 0.074
C -3.316 -0.739 1.797 0.379 0.760 -1.229
C 0.548 5.866 0.464 -0.408 0.671 0.476
C 3.093 -4.907 -6.458 0.054 -0.034 -0.067
C -1.959 2.690 2.728 -0.225 0.973 -0.030
C 3.521 -4.560 -5.044 -0.421 0.085 -0.068
C 0.040 0.288 2.039 -3.802 0.411 -3.442
C 5.053 -4.125 0.928 0.089 0.060 0.032
C -1.874 -1.445 -3.106 0.967 -0.098 -0.407
C -9.160 0.451 -2.307 0.373 -0.173 0.119
C -1.998 1.490 -0.893 -0.170 -0.678 0.089
C -9.158 -1.064 -2.206 -0.074 -0.039 -0.002
C -2.053 -2.356 6.557 0.070 0.057 -0.018
C 7.786 2.684 0.206 -0.106 0.413 -0.061
C -0.986 -1.251 -1.860 -0.260 0.732 0.589
C -1.796 -1.038 -0.533 0.323 -0.513 -0.818
C 4.554 -0.672 -1.246 0.257 0.933 0.071
C -1.310 3.652 1.698 -0.107 -0.970 0.424
C -0.926 -1.745 -4.312 -0.659 0.030 1.289
C -3.039 -1.876 2.386 -0.406 -1.181 0.555
C 1.843 1.058 -0.737 1.170 0.366 -0.375
C 2.975 0.740 0.253 0.192 0.708 -0.084
C -2.923 1.638 2.121 0.834 0.514 0.578
C 4.353 0.648 -0.425 0.290 -1.166 0.255
C 3.756 -3.630 1.543 0.062 -0.387 -0.293
C -2.240 0.365 1.539 -2.378 -0.797 0.456
C -1.619 0.380 0.096 1.051 -1.647 0.452
C -0.763 4.978 2.289 0.143 -0.565 -1.433
H -4.107 -3.813 6.069 -0.009 0.054 -0.090
H 3.565 -5.833 -6.795 -0.043 0.003 -0.022
H -4.075 -1.662 6.895 0.070 0.151 0.000
H 1.697 0.253 -1.484 -0.231 0.073 0.463
H 3.363 -4.104 -7.146 0.066 -0.022 0.036
H -3.559 1.295 2.953 0.206 -0.023 -0.323
H 5.115 0.629 0.371 -0.345 0.259 -0.144
H 1.421 4.242 -0.365 0.012 0.191 -0.194
H 5.543 -1.106 -1.028 -0.364 0.054 -0.029
H -2.565 -2.294 -2.958 0.088 0.318 -0.092
H -2.052 3.813 0.892 0.159 0.402 0.431
H 4.600 1.521 -1.039 -0.287 -0.165 0.196
H 2.199 1.924 -1.326 -0.317 -0.187 0.202
H 4.580 -0.395 -2.309 -0.351 -0.573 0.150
H 3.886 -2.628 1.951 -0.165 0.030 -0.091
H 3.431 -4.292 2.352 0.109 0.081 0.113
H 1.956 -3.474 -4.647 -0.007 0.104 0.106
H 2.798 -0.163 0.854 -0.107 0.209 -0.208
H -7.713 0.716 -1.035 -0.039 0.091 0.013
H -1.436 5.855 0.515 -0.356 0.008 0.507
H -0.475 3.108 1.222 -0.207 0.317 0.064
H -2.838 -1.306 -0.750 0.218 0.274 0.369
H -3.875 -2.447 2.798 0.354 -0.294 -0.506
H -2.473 -0.543 -3.311 0.100 -0.277 0.116
H 3.018 1.601 0.944 -0.172 -0.389 -0.039
H -4.344 -0.603 1.450 0.215 0.688 0.457
H 3.245 -5.361 -4.349 0.143 -0.117 -0.057
H -0.202 4.414 -0.674 0.321 -0.225 -0.068
H -0.124 -0.997 -4.248 -0.079 -0.354 -0.477
H -0.351 -0.363 -2.038 -0.185 -0.315 -0.031
H -9.737 -1.389 -1.340 -0.045 0.040 -0.044
H -0.272 -2.074 -1.715 -0.372 0.069 -0.308
H 6.822 3.360 2.012 0.045 -0.057 -0.003
H -1.176 2.263 3.372 -0.341 -0.144 -0.193
H -1.429 -2.685 5.726 -0.022 0.092 -0.022
H 2.008 -5.028 -6.514 0.020 -0.086 0.038
H 5.365 -3.466 0.117 -0.015 0.047 0.066
H -1.422 -1.788 0.179 -0.277 0.352 -0.006
H -1.572 2.445 -0.572 -0.439 -0.189 -0.065
H 1.149 7.245 1.488 0.293 0.030 -0.099
H -8.574 0.782 -3.170 -0.133 -0.041 -0.118
H 2.618 -4.463 0.201 0.009 0.111 -0.010
H -3.597 2.161 1.427 0.227 -0.404 -0.032
H -1.317 5.337 3.165 0.003 -0.056 -0.326
H 6.476 3.615 -0.893 0.006 -0.085 0.031
H -9.583 -1.517 -3.104 0.040 -0.029 0.014
H -8.140 -1.440 -2.072 0.005 0.007 -0.102
H 5.849 -4.169 1.674 0.007 -0.044 -0.031
H -2.105 -3.184 7.269 -0.022 0.079 0.073
H 7.511 4.655 1.046 0.100 0.000 -0.004
H -1.108 -3.592 -3.855 0.414 -0.180 -0.085
H -1.559 1.311 -1.889 -0.089 -0.245 0.392
H 3.778 -1.410 -0.999 0.222 0.117 -0.345
H -3.381 -1.173 5.339 -0.100 -0.116 -0.101
H -1.571 -1.507 7.045 0.020 -0.042 0.018
H -10.177 0.825 -2.419 0.049 0.093 0.093
H 8.579 3.605 1.996 -0.015 0.044 -0.004
H 8.636 2.956 -0.428 0.119 -0.089 0.110
H 4.601 -4.420 -4.996 -0.038 0.089 0.081
H -2.576 3.320 3.396 0.174 -0.266 -0.181
H -1.459 -1.704 -5.274 0.281 0.006 0.179
H 7.928 1.659 0.550 -0.102 -0.029 -0.115
H 0.483 -0.480 0.159 -0.948 -0.162 -0.005
H 4.921 -5.122 0.499 0.015 -0.034 0.105
H -2.039 -2.295 2.487 -0.162 0.447 0.554
H 0.290 4.795 2.550 -0.427 0.190 0.445
```
Forces are in eV/Å.

---

(2)
C18H15ClI2N3OPd | ωB97M-V/def2-TZVPD

**Gap between HOMO and LUMO (alpha / beta)**: 8.019 / 3.520 eV
**Highest occupied orbital energy (alpha / beta)**: -17.11 / -17.11 eV
**Net charge**: +3
**⟨S²⟩**: 6.032
**LUMO (alpha / beta)**: -9.1 / -13.6 eV
**2S+1**: 5

```
41
Properties=species:S:1:pos:R:3:forces:R:3
I -3.382 1.177 5.780 0.064 -0.021 -0.072
I 1.124 3.292 2.681 0.003 -0.008 -0.009
Pd 0.821 -0.933 -0.379 0.080 0.000 0.110
Cl 3.647 0.177 -5.114 0.010 -0.004 0.058
O 0.742 0.489 1.292 0.021 -0.063 0.072
N -0.855 0.005 -1.295 -0.133 0.010 0.006
N -0.807 -2.022 0.566 -0.060 -0.085 -0.085
N 2.597 -0.314 -1.350 -0.083 0.003 -0.029
C 4.957 -0.019 -1.361 -0.015 0.001 0.033
C -3.114 1.078 -2.436 0.009 -0.004 0.008
C -2.029 0.904 4.303 0.016 -0.052 -0.046
C -0.093 0.563 2.224 0.106 0.048 -0.134
C 3.742 0.026 -3.413 -0.020 0.008 0.003
C 4.955 0.112 -2.740 -0.064 -0.010 -0.020
C -1.134 1.946 4.014 0.059 0.203 0.058
C -0.171 1.788 3.005 -0.162 -0.094 0.102
C 2.583 -0.191 -2.685 0.108 -0.033 -0.107
C -0.997 -0.511 2.599 0.008 -0.013 0.006
C -3.209 0.005 -1.565 0.006 -0.006 0.003
C -0.805 -1.902 2.043 0.060 0.035 0.019
C 3.764 -0.227 -0.695 0.063 0.053 0.032
C -2.110 -1.716 -0.085 0.018 -0.005 -0.046
C -0.757 1.059 -2.119 0.018 0.023 -0.024
C -2.054 -0.517 -1.005 0.022 0.004 0.035
C -1.924 -0.316 3.582 -0.069 -0.021 0.058
C -1.865 1.621 -2.714 0.010 -0.009 0.007
H -2.879 -1.562 0.675 -0.002 0.018 -0.005
H -0.595 -2.999 0.376 -0.017 0.003 0.009
H -2.586 -1.130 3.856 0.007 -0.009 -0.012
H -1.567 -2.559 2.467 -0.013 0.027 -0.002
H 0.164 -2.275 2.390 -0.018 -0.001 0.002
H -4.169 -0.436 -1.330 -0.007 -0.001 -0.001
H -4.004 1.491 -2.893 -0.007 -0.006 0.000
H -1.181 2.874 4.571 -0.001 -0.003 0.002
H 5.879 0.038 -0.800 0.004 0.002 -0.007
H 5.872 0.276 -3.291 0.002 0.000 0.001
H 1.633 -0.283 -3.195 0.000 -0.005 -0.004
H -1.750 2.460 -3.385 0.000 0.000 0.000
H 3.733 -0.326 0.382 -0.004 -0.007 -0.014
H -2.421 -2.586 -0.666 -0.001 0.011 0.004
H 0.240 1.443 -2.292 -0.018 0.010 -0.010
```
Forces are in eV/Å.

---

(3)
C6H8N4O2 | ωB97M-V/def2-TZVPD

**Gap between HOMO and LUMO**: 9.168 eV
**Highest occupied orbital energy**: -8.49 eV
**LUMO**: 0.7 eV

```
20
Properties=species:S:1:pos:R:3:forces:R:3
O 1.787 2.722 -0.126 1.387 0.062 0.127
O -2.233 2.025 0.168 -0.562 0.489 0.092
N -1.854 -0.399 -0.033 1.050 0.962 -0.005
N 2.194 0.474 0.072 1.284 -1.435 -0.432
N 0.357 -1.112 -0.080 1.168 -0.811 0.408
N 2.550 -1.778 0.081 1.529 -0.468 0.338
C 1.643 -0.785 0.023 -0.048 0.402 0.214
C -0.516 -0.118 0.024 -1.268 -0.417 -0.638
C -0.040 1.215 0.065 -0.015 0.948 -0.270
C 1.375 1.447 -0.036 -2.353 0.572 0.763
C -2.333 -1.779 -0.041 1.170 0.311 -1.560
C -1.022 2.232 0.074 -0.373 1.108 -0.872
H -2.419 0.522 -0.134 0.579 -1.780 0.670
H -2.402 -2.195 0.933 -0.175 -0.257 0.995
H -3.270 -1.855 -0.562 -0.524 0.207 -0.009
H -0.779 3.278 -0.164 0.717 -0.025 0.431
H 2.252 -2.754 0.105 0.075 0.791 0.035
H -1.619 -2.398 -0.616 -0.294 0.239 0.333
H 2.784 2.802 -0.056 -1.620 -0.584 -0.140
H 3.546 -1.543 0.302 -1.726 -0.315 -0.480
```
Forces are in eV/Å.

---

(4)
C9H21NO6PS | ωB97M-V/def2-TZVPD

**Gap between HOMO and LUMO**: 7.712 eV
**Highest occupied orbital energy**: -5.01 eV
**Net charge**: -1
**LUMO**: 2.7 eV

```
39
Properties=species:S:1:pos:R:3:forces:R:3
S -4.631 5.258 0.815 0.527 -0.126 0.491
P -2.586 2.413 1.311 0.576 0.657 2.935
O -3.886 1.273 1.046 -2.131 3.099 -1.604
O 3.605 -3.135 -1.017 -0.144 -0.523 0.111
O -3.012 3.401 -0.083 -3.645 -0.535 -0.183
O 2.428 -0.507 0.265 -0.152 -0.102 -0.271
O 0.619 3.577 0.283 -6.389 -7.521 -0.825
O 0.580 -2.610 -1.032 0.570 0.021 -0.068
N -1.395 1.699 0.183 9.406 4.828 -1.385
C -0.310 2.584 0.205 -1.635 1.337 0.563
C -4.475 3.566 -0.034 1.470 -0.701 0.629
C 2.384 0.883 -0.007 0.122 -0.267 0.149
C 4.137 -4.376 -0.585 -0.035 0.530 -0.072
C -5.014 2.230 0.798 -1.613 -0.485 0.953
C 0.987 -2.466 0.336 -0.241 0.332 0.022
C 2.715 -3.271 -2.125 0.005 0.595 0.336
C 1.559 -2.272 -2.025 -0.205 -0.227 0.134
C 1.192 -1.012 0.774 0.342 -0.244 -0.304
H 1.542 1.127 -0.660 -0.007 0.044 0.086
H -1.604 3.436 1.698 -0.135 -0.285 -0.030
H -5.950 1.669 0.316 2.344 1.096 0.356
H -3.364 5.392 1.468 -1.669 -0.702 -1.043
H 1.022 -2.286 -2.979 -0.028 -0.149 0.102
H -3.425 3.075 2.277 -0.321 0.002 -0.356
H 2.309 -4.287 -2.185 -0.015 0.001 0.074
H 1.244 -0.962 1.865 -0.253 -0.064 0.137
H 3.294 -3.068 -3.032 -0.120 -0.042 -0.240
H -2.123 1.438 2.297 0.067 0.599 -0.168
H 1.860 -3.083 0.550 0.160 0.197 -0.041
H -5.513 2.620 1.810 1.457 -0.782 -1.852
H -5.076 3.700 -1.030 1.624 -0.345 1.551
H 3.337 -5.093 -0.379 -0.024 -0.125 -0.073
H 3.306 1.158 -0.526 -0.022 -0.107 0.112
H 4.685 -4.208 0.345 -0.017 0.099 -0.152
H 0.345 -0.405 0.427 0.073 -0.079 0.059
H 1.913 -1.248 -1.891 0.211 -0.159 0.146
H 4.822 -4.779 -1.337 0.015 -0.198 0.015
H 0.163 -2.881 0.927 -0.039 0.150 -0.170
H 2.316 1.449 0.926 -0.129 0.180 -0.122
```
Forces are in eV/Å.